(i)
Below is the ion C5H9N2 with charge +1, with properties calculated with ωB97M-V/def2-TZVPD.

Positions of all 16 atoms, in Å:
C (-0.811, -1.514, 0.899)
C (1.050, 2.459, -0.012)
C (1.018, 1.149, 0.070)
C (-0.142, -0.837, -1.144)
C (-0.201, 0.315, -0.235)
N (-0.410, -2.011, -0.236)
N (-0.704, -0.233, 1.026)
H (-1.095, -2.279, 1.591)
H (1.778, 3.053, 0.479)
H (0.379, 2.908, -0.629)
H (1.507, 0.536, 0.868)
H (-1.066, -0.884, -1.851)
H (0.727, -1.042, -1.677)
H (-0.985, 1.040, -0.564)
H (-0.030, -2.924, -0.376)
H (-1.015, 0.264, 1.790)

As for the LUMO energy: -0.1291 Eh. The total charge is +1. Its spin multiplicity is 1. As for the gap between HOMO and LUMO: 10.79 eV. As for the HOMO energy: -14.299 eV.

***

(ii)
Below is the ion C5H9N2 with charge +1, with properties calculated with ωB97M-V/def2-TZVPD.

Positions of all 16 atoms, in Å:
C (-0.804, -1.102, -0.009)
C (0.204, -1.154, 1.188)
C (0.821, -2.159, 2.041)
C (0.451, 1.939, -1.170)
C (-0.973, 1.261, -0.855)
N (0.367, 0.134, 1.109)
N (-0.658, 0.169, -0.091)
H (-1.302, -1.752, -0.604)
H (1.950, -1.928, 1.990)
H (0.688, -3.255, 1.904)
H (0.672, -2.040, 3.086)
H (0.734, 2.289, -0.199)
H (1.114, 1.258, -1.521)
H (0.411, 2.838, -1.738)
H (-1.601, 1.021, -1.615)
H (-1.596, 2.057, -0.344)

As for the LUMO energy: -0.2265 Eh. The total charge is +1. Its spin multiplicity is 1. As for the gap between HOMO and LUMO: 9.08 eV. As for the HOMO energy: -15.246 eV.

***

(iii)
Below is the ion C5H9N2 with charge +1, with properties calculated with ωB97M-V/def2-TZVPD.

Positions of all 16 atoms, in Å:
C (2.202, -0.310, -0.002)
C (1.022, -1.081, -0.008)
C (-0.463, 0.720, 0.379)
C (-1.261, 1.814, -0.046)
C (-1.337, -1.427, 0.043)
N (2.161, 0.962, -0.039)
N (-0.193, -0.506, 0.098)
H (3.127, -0.888, 0.040)
H (1.048, -2.153, -0.080)
H (-1.373, 2.570, 0.732)
H (-0.796, 2.279, -0.924)
H (-2.254, 1.490, -0.385)
H (-2.279, -0.882, 0.031)
H (-1.259, -2.029, -0.861)
H (-1.326, -2.087, 0.911)
H (2.981, 1.528, 0.112)

As for the LUMO energy (spin up / spin down): -0.1897 / -0.2234 Eh. The total charge is +1. Its spin multiplicity is 1. As for the gap between HOMO and LUMO (spin up / spin down): 7.99 / 7.19 eV. As for the HOMO energy (spin up / spin down): -13.149 / -13.274 eV.

***

Least stable: (ii)

***

(i)
Below is an isolated molecule of C17H22N4O5, with properties calculated with ωB97M-V/def2-TZVPD.

Positions of all 48 atoms, in Å:
C (-4.128, -3.078, -3.233)
C (-4.256, -1.894, -3.124)
C (-4.418, -0.449, -2.996)
O (-3.929, 0.031, -1.730)
C (-2.601, 0.196, -1.652)
O (-1.837, 0.012, -2.561)
C (-2.201, 0.680, -0.279)
N (-0.767, 0.768, -0.189)
C (-0.098, 0.248, 0.869)
O (-0.655, -0.131, 1.884)
C (1.410, 0.135, 0.687)
C (1.725, -1.101, -0.166)
C (3.216, -1.276, -0.422)
C (3.507, -2.481, -1.291)
O (3.073, -3.646, -0.620)
C (3.304, -4.810, -1.376)
N (2.006, 0.060, 2.003)
C (3.135, 0.739, 2.305)
O (3.841, 1.298, 1.483)
C (3.538, 0.648, 3.752)
C (4.772, 0.104, 4.090)
N (5.144, -0.054, 5.351)
C (4.287, 0.342, 6.294)
C (4.705, 0.184, 7.723)
C (3.047, 0.870, 5.943)
N (2.658, 1.001, 4.680)
H (-4.012, -4.131, -3.328)
H (-3.900, 0.062, -3.806)
H (-5.472, -0.181, -3.009)
H (-2.687, 1.643, -0.103)
H (-2.573, -0.007, 0.481)
H (-0.271, 0.930, -1.052)
H (1.798, 1.029, 0.192)
H (1.329, -1.985, 0.339)
H (1.197, -1.016, -1.122)
H (3.622, -0.384, -0.905)
H (3.747, -1.388, 0.525)
H (2.986, -2.394, -2.256)
H (4.582, -2.548, -1.501)
H (2.947, -5.657, -0.794)
H (2.763, -4.779, -2.330)
H (4.372, -4.944, -1.586)
H (1.382, -0.216, 2.751)
H (5.464, -0.205, 3.316)
H (3.918, 0.498, 8.407)
H (4.956, -0.857, 7.926)
H (5.598, 0.779, 7.918)
H (2.341, 1.172, 6.707)

As for the LUMO energy: 0.0174 Eh. The total charge is 0. Its spin multiplicity is 1. As for the gap between HOMO and LUMO: 9.86 eV. As for the HOMO energy: -9.389 eV.

***

(ii)
Below is an isolated molecule of C17H22N4O5, with properties calculated with ωB97M-V/def2-TZVPD.

Positions of all 48 atoms, in Å:
C (-5.372, -2.605, -2.732)
C (-5.386, -1.493, -3.175)
C (-5.405, -0.138, -3.717)
O (-4.967, 0.828, -2.746)
C (-3.638, 0.925, -2.585)
O (-2.830, 0.311, -3.225)
C (-3.307, 1.951, -1.518)
N (-1.896, 2.006, -1.257)
C (-1.355, 1.245, -0.264)
O (-2.021, 0.718, 0.606)
C (0.153, 1.065, -0.343)
C (0.445, -0.133, -1.259)
C (1.934, -0.359, -1.479)
C (2.200, -1.530, -2.401)
O (1.709, -2.709, -1.797)
C (1.894, -3.840, -2.613)
N (0.654, 0.878, 0.997)
C (1.827, 1.393, 1.404)
O (2.574, 2.057, 0.700)
C (2.148, 1.141, 2.852)
C (3.081, 1.940, 3.499)
N (3.366, 1.780, 4.785)
C (2.720, 0.813, 5.436)
C (3.042, 0.617, 6.885)
C (1.774, 0.026, 4.780)
N (1.478, 0.194, 3.500)
H (-5.354, -3.590, -2.333)
H (-4.772, -0.078, -4.602)
H (-6.419, 0.158, -3.971)
H (-3.687, 2.920, -1.843)
H (-3.822, 1.682, -0.598)
H (-1.291, 2.269, -2.017)
H (0.629, 1.962, -0.744)
H (-0.007, -1.024, -0.819)
H (-0.055, 0.030, -2.220)
H (2.393, 0.537, -1.904)
H (2.432, -0.543, -0.525)
H (1.704, -1.376, -3.371)
H (3.277, -1.629, -2.593)
H (1.496, -4.700, -2.080)
H (1.363, -3.733, -3.567)
H (2.957, -4.010, -2.824)
H (0.094, 0.348, 1.650)
H (3.599, 2.716, 2.951)
H (2.469, -0.202, 7.315)
H (4.105, 0.407, 7.005)
H (2.826, 1.530, 7.441)
H (1.239, -0.752, 5.313)

As for the LUMO energy: 0.0118 Eh. The total charge is 0. Its spin multiplicity is 1. As for the gap between HOMO and LUMO: 9.79 eV. As for the HOMO energy: -9.472 eV.

***

Least stable: (i)

***

(i)
Below is a cluster of 3 separate species, C4H10NP in total, with properties calculated with ωB97M-V/def2-TZVPD.

Positions of all 16 atoms, in Å:
C (-2.937, -0.922, -2.822)
C (0.905, -0.022, 2.153)
C (0.827, 2.842, -1.087)
C (0.458, -2.626, 1.463)
N (-3.456, -1.919, -3.046)
P (1.079, -1.003, 0.808)
H (-2.689, 0.108, -2.751)
H (-0.211, 2.777, -1.379)
H (0.389, -0.254, 3.149)
H (1.067, 1.008, 2.001)
H (1.382, 2.788, -1.986)
H (1.001, 2.139, -0.304)
H (1.077, 3.806, -0.799)
H (0.116, -2.511, 2.416)
H (-0.356, -2.908, 0.763)
H (1.348, -3.304, 1.422)

As for the LUMO energy: 0.0131 Eh. The total charge is 0. Its spin multiplicity is 1. As for the gap between HOMO and LUMO: 9.90 eV. As for the HOMO energy: -9.549 eV.

***

(ii)
Below is a cluster of 2 separate species, C4H10NP in total, with properties calculated with ωB97M-V/def2-TZVPD.

Positions of all 16 atoms, in Å:
C (1.156, 0.980, -1.626)
C (0.099, -2.342, -0.087)
C (0.976, 1.584, 1.725)
C (-2.039, -0.339, -0.332)
N (0.484, -0.077, -1.426)
P (-0.226, -0.705, -0.066)
H (1.402, 1.386, -2.540)
H (1.533, 1.451, -0.746)
H (-0.580, -2.936, 0.571)
H (1.062, -2.768, 0.172)
H (0.176, 2.142, 1.328)
H (0.843, 0.783, 2.524)
H (1.890, 1.816, 1.241)
H (-2.233, 0.717, -0.126)
H (-2.144, -0.899, -1.209)
H (-2.397, -0.791, 0.598)

As for the LUMO energy (spin up / spin down): -0.0007 / 0.0111 Eh. The total charge is 0. Its spin multiplicity is 1. As for the gap between HOMO and LUMO (spin up / spin down): 7.76 / 7.13 eV. As for the HOMO energy (spin up / spin down): -7.774 / -6.825 eV.

***

(iii)
Below is a cluster of 2 separate species, C4H10NP in total, with properties calculated with ωB97M-V/def2-TZVPD.

Positions of all 16 atoms, in Å:
C (0.458, 0.922, 1.652)
C (-0.673, 0.833, 0.765)
C (2.909, 0.208, 0.926)
C (-2.524, -1.413, -2.228)
N (1.429, 0.271, 0.695)
P (0.758, 1.866, 0.105)
H (0.235, 1.011, 2.655)
H (-2.170, -1.219, -1.198)
H (-0.876, -0.109, 0.470)
H (-1.558, 1.370, 1.031)
H (3.386, 0.004, -0.022)
H (3.316, 1.140, 1.348)
H (3.062, -0.532, 1.648)
H (-3.642, -1.450, -2.492)
H (-2.054, -2.309, -2.604)
H (-2.058, -0.592, -2.750)

As for the LUMO energy: 0.0379 Eh. The total charge is 0. Its spin multiplicity is 1. As for the gap between HOMO and LUMO: 9.08 eV. As for the HOMO energy: -8.052 eV.

***

Least stable: (ii)

***

(i)
Below is an isolated molecule of C4H3N3, with properties calculated with ωB97M-V/def2-TZVPD.

Positions of all 10 atoms, in Å:
C (-0.469, 1.099, 1.219)
C (-0.070, 0.369, 0.037)
C (1.081, -0.858, -1.219)
C (-0.170, -1.308, -1.390)
H (2.148, -1.399, -1.561)
H (-0.615, -2.013, -2.117)
H (-1.824, -0.124, -0.522)
N (-0.529, 1.427, 2.466)
N (1.148, 0.147, -0.191)
N (-0.897, -0.470, -0.517)

As for the LUMO energy: 0.0098 Eh. The total charge is 0. Its spin multiplicity is 1. As for the gap between HOMO and LUMO: 10.18 eV. As for the HOMO energy: -9.915 eV.

***

(ii)
Below is an isolated molecule of C4H3N3, with properties calculated with ωB97M-V/def2-TZVPD.

Positions of all 10 atoms, in Å:
C (-0.574, 2.167, 0.554)
C (0.399, 1.494, 1.039)
C (0.379, 0.289, 0.388)
C (-0.864, -0.509, 0.201)
N (-0.512, -1.521, -0.783)
N (0.664, -1.365, -1.146)
N (1.246, -0.296, -0.452)
H (-1.528, 0.306, -0.168)
H (-1.360, -0.924, 1.079)
H (2.150, 0.044, -0.749)

As for the LUMO energy: -0.0152 Eh. The total charge is 0. Its spin multiplicity is 1. As for the gap between HOMO and LUMO: 9.41 eV. As for the HOMO energy: -9.821 eV.

***

(iii)
Below is an isolated molecule of C4H3N3, with properties calculated with ωB97M-V/def2-TZVPD.

Positions of all 10 atoms, in Å:
N (-0.471, -2.392, 1.902)
C (-0.445, -1.244, 1.755)
C (-0.265, -0.127, 0.860)
N (0.056, 1.145, 0.936)
C (0.388, 1.495, -0.343)
C (0.299, 0.407, -1.195)
N (-0.156, -0.602, -0.420)
H (0.663, 2.513, -0.591)
H (0.642, 0.200, -2.202)
H (-0.711, -1.394, -0.704)

As for the LUMO energy: 0.0224 Eh. The total charge is 0. Its spin multiplicity is 1. As for the gap between HOMO and LUMO: 10.06 eV. As for the HOMO energy: -9.448 eV.

***

(iv)
Below is an isolated molecule of C4H3N3, with properties calculated with ωB97M-V/def2-TZVPD.

Positions of all 10 atoms, in Å:
N (3.246, -0.701, 0.334)
C (2.111, -0.563, 0.162)
C (0.675, -0.434, -0.067)
N (-0.066, -1.433, -0.562)
C (-1.357, -0.971, -0.737)
C (-1.346, 0.426, -0.122)
N (0.049, 0.708, 0.217)
H (-1.912, 0.129, 0.776)
H (-1.850, 1.275, -0.596)
H (0.450, 1.563, 0.594)

As for the LUMO energy: -0.0364 Eh. The total charge is 0. Its spin multiplicity is 1. As for the gap between HOMO and LUMO: 7.65 eV. As for the HOMO energy: -8.639 eV.

***

Least stable: (ii)

***

(i)
Below is an isolated molecule of C4H3N3, with properties calculated with ωB97M-V/def2-TZVPD.

Positions of all 10 atoms, in Å:
C (2.116, 0.041, -0.653)
C (0.148, -0.603, 0.426)
C (-1.215, -0.355, 0.680)
C (0.740, 0.141, -0.531)
N (3.238, -0.068, -0.841)
N (-1.785, 0.567, 0.011)
N (-2.246, 1.441, -0.521)
H (0.791, -1.209, 1.076)
H (-1.922, -0.907, 1.270)
H (0.136, 0.951, -0.918)

As for the LUMO energy: -0.0036 Eh. The total charge is 0. Its spin multiplicity is 1. As for the gap between HOMO and LUMO: 8.57 eV. As for the HOMO energy: -8.666 eV.

***

(ii)
Below is an isolated molecule of C4H3N3, with properties calculated with ωB97M-V/def2-TZVPD.

Positions of all 10 atoms, in Å:
C (-2.130, -1.096, 0.365)
C (-1.383, -0.155, 0.309)
C (-0.117, 0.423, 0.037)
C (0.521, 0.571, -1.170)
N (1.858, 0.604, -0.945)
N (2.082, 0.488, 0.327)
N (0.898, 0.383, 0.932)
H (-2.623, -2.037, 0.341)
H (0.080, 0.598, -2.158)
H (0.838, 0.222, 1.928)

As for the LUMO energy: 0.0223 Eh. The total charge is 0. Its spin multiplicity is 1. As for the gap between HOMO and LUMO: 10.04 eV. As for the HOMO energy: -9.433 eV.

***

(iii)
Below is an isolated molecule of C4H3N3, with properties calculated with ωB97M-V/def2-TZVPD.

Positions of all 10 atoms, in Å:
C (-0.794, 0.455, -0.128)
C (0.482, 1.118, 0.014)
N (-1.913, 1.009, -0.004)
N (1.872, -0.811, -0.089)
C (-0.494, -1.083, -0.195)
C (1.567, 0.360, 0.146)
N (-0.816, -2.190, -0.117)
H (-2.729, 0.411, -0.103)
H (2.307, -1.460, 0.547)
H (0.518, 2.191, -0.071)

As for the LUMO energy: -0.0299 Eh. The total charge is 0. Its spin multiplicity is 1. As for the gap between HOMO and LUMO: 8.65 eV. As for the HOMO energy: -9.466 eV.

***

Least stable: (iii)

***

(i)
Below is an isolated molecule of C4H3N3, with properties calculated with ωB97M-V/def2-TZVPD.

Positions of all 10 atoms, in Å:
N (3.304, -0.758, 0.056)
C (2.197, -0.425, 0.038)
C (0.778, -0.083, 0.043)
N (-0.044, -1.126, 0.115)
C (-1.300, -0.696, -0.011)
C (-1.681, 0.568, -0.253)
N (0.317, 1.143, -0.032)
H (-2.097, -1.442, 0.020)
H (-2.556, 1.002, 0.256)
H (1.082, 1.816, -0.232)

As for the LUMO energy: -0.0261 Eh. The total charge is 0. Its spin multiplicity is 1. As for the gap between HOMO and LUMO: 9.06 eV. As for the HOMO energy: -9.773 eV.

***

(ii)
Below is an isolated molecule of C4H3N3, with properties calculated with ωB97M-V/def2-TZVPD.

Positions of all 10 atoms, in Å:
N (3.013, 0.261, 0.184)
C (2.067, -0.403, 0.134)
C (0.725, -0.751, -0.024)
N (-0.284, -1.556, 0.142)
C (-1.391, -0.741, 0.067)
C (-1.045, 0.574, -0.100)
N (0.273, 0.670, -0.197)
H (-2.402, -1.106, 0.135)
H (-1.662, 1.445, -0.138)
H (0.742, 1.600, -0.204)

As for the LUMO energy: 0.0184 Eh. The total charge is 0. Its spin multiplicity is 1. As for the gap between HOMO and LUMO: 9.75 eV. As for the HOMO energy: -9.250 eV.

***

Least stable: (i)